No. 1
The following is a quantum chemistry calculation of a 2-piece molecular cluster, C2H7NO overall, from OMol25.

Last column: natural (NBO) charge in e.
CARTESIAN COORDINATES (ANGSTROEM)
C1 0.463163 0.136376 1.142525  -0.49
C2 1.063656 0.105376 -0.074956  -0.02
N1 0.853155 1.122586 -0.988601  -0.83
H1 -0.065917 1.056362 1.348527  0.18
H2 0.834081 -0.534672 1.902237  0.21
H3 1.708651 -0.738635 -0.291954  0.19
H4 0.260896 1.856100 -0.663238  0.38
H5 0.878253 0.934931 -1.968895  0.38
O1 -1.923415 -1.132670 0.103619  -0.91
H6 -2.041729 -2.063486 -0.105183  0.45
H7 -1.241446 -1.050041 -0.568201  0.46

Cartesian forces (eV/Å) of the 3 atoms listed first:
C 1.89 0.42 -1.41
C -1.13 -0.06 1.75
N 0.82 -0.52 -0.11

Energy relative to the best compared isomer or geometry (same formula, charge and spin), kJ/mol: 124.8
Frontier orbital gap, Ha: 0.330
E_LUMO, eV: 0.929
Structure (SMILES): C=CN.O
2S+1: 1

---

No. 2
The following is a quantum chemistry calculation of one molecule with the formula C2H7NO2, from OMol25.

Last column: natural (NBO) charge in e.
CARTESIAN COORDINATES (ANGSTROEM)
N1 1.250806 0.621024 -0.263408  -0.83
C1 0.351012 -0.079013 0.507032  0.25
O1 0.540193 -1.790363 0.292403  -0.85
C2 -0.987301 -0.392083 -0.006629  -0.07
O2 -1.539439 1.152811 0.229137  -0.82
H1 1.103365 0.594129 -1.263581  0.38
H2 1.563054 1.497274 0.132698  0.40
H3 0.430165 0.089987 1.575193  0.21
H4 1.350105 -1.846595 -0.237222  0.46
H5 -1.641457 -0.929646 0.666500  0.23
H6 -1.099693 -0.584545 -1.069485  0.20
H7 -1.320810 1.667020 -0.562639  0.45

Cartesian forces (eV/Å) of the 3 atoms listed first:
N 0.20 0.04 0.13
C 0.05 -4.54 -0.87
O 1.46 1.60 0.57

Energy relative to the best compared isomer or geometry (same formula, charge and spin), kJ/mol: 314.1
Frontier orbital gap, Ha: 0.375
E_LUMO, eV: 0.732
Structure (SMILES): N[C@H](O)CO
2S+1: 1

---

Number 1: HOMO -8.05 eV. Number 2: HOMO -9.48 eV.